Record 1
DFT (ωB97M-V/def2-TZVPD) results for a cluster of 3 separate species, C53H44ClN3O9P2S3 in total.

Atoms and positions in Å:
H -4.46283 2.23608 -2.26346
C -1.64701 -1.85765 -5.92305
C -0.49581 4.21334 3.67303
H -1.33640 -5.63918 -2.70698
C 3.39354 -3.44815 8.13182
H 1.43213 -2.39651 -5.05506
H 3.27732 5.92961 7.90736
C 3.02839 -2.12063 8.30204
C -1.28410 -3.12926 -5.25369
C -1.70343 1.41167 5.55404
C -1.36552 -4.75202 -2.00192
C -1.28024 0.11185 5.31825
S -0.41170 4.97683 -5.43099
H 2.95163 -0.82511 -3.83067
H 2.97417 -3.04462 -9.34429
C 0.42029 0.36309 7.01277
C 1.66579 -3.71985 6.47571
H -1.00571 -2.53078 -2.21156
H -3.11379 4.88693 -1.44129
C -1.84741 3.51937 1.80512
C -1.56913 1.08420 -6.50466
C -1.07787 2.45691 -6.54314
C -2.10522 0.41298 -5.28337
H -4.83771 0.88688 -1.11713
C -0.60054 3.67153 2.39543
O -0.36578 -2.50804 4.98616
H -0.34619 -0.08178 -1.82172
H 2.71725 -1.35971 -8.53875
H 0.29150 3.37059 1.85707
Cl 1.40751 -4.86076 -8.02218
H -0.97453 6.43209 8.04386
H 1.24793 6.75406 9.06392
O 1.87394 -6.42376 -5.20464
H -2.43104 -4.28186 -4.07881
C 1.56972 -0.17752 7.77963
C -1.64512 4.61450 4.35465
C 3.35221 -4.83181 -3.35331
C -0.97433 -3.45956 -2.84735
C 2.27478 -4.31412 -4.23806
C 4.15164 -2.43621 -2.78955
H 0.47640 2.27297 8.00329
H 3.08522 4.81322 5.71632
O -0.00429 -5.22023 -5.19400
C -2.99680 3.89809 2.49592
H 2.98750 -5.28971 7.09855
C -2.11464 1.24922 -4.04186
H -0.67790 -5.69884 -0.05002
H -1.77535 -0.48821 4.56379
H 0.09223 -3.61320 -3.15360
C -1.60470 2.66122 -4.07929
C 3.09488 -1.92492 -3.67384
H 4.21167 -3.86157 8.71044
H 1.13720 -4.34776 5.76804
H 3.51189 -5.93253 -3.20781
H 2.80103 -1.51852 -10.33302
C -0.10718 -2.45661 -7.94409
C 1.37224 -5.36716 -4.92134
N -1.92728 -3.39084 -3.98580
H 0.16388 -4.12618 -0.47782
C 1.97459 -1.58865 7.56367
C -0.20299 5.43961 6.29691
O -2.54741 5.58343 6.29390
H 5.07118 -4.27923 -1.96526
H 4.83204 -1.72582 -2.25492
C 0.84182 4.35378 4.30136
O 2.16594 0.52276 8.57559
H -0.70355 2.82312 -7.53657
H 3.56228 -1.50162 9.01347
S -1.53565 0.01657 -7.99746
H 0.94776 4.92890 -5.23750
C -0.01256 1.66467 7.25061
H -2.95401 -1.26696 -4.44033
H 0.60007 -5.65271 -1.32663
C -1.07717 3.28588 -5.33279
H -1.35539 0.50311 -0.43338
C 2.19145 -2.85951 -4.38423
C -1.04057 -1.57032 -7.25044
H -1.58138 -1.20227 -0.99685
N -0.97566 2.92012 -1.16895
H -3.79296 4.74317 4.29902
C 2.70728 -4.25006 7.22369
C -1.07538 2.18506 6.52715
N -2.57842 -0.93890 -5.33767
C 2.30205 5.79432 7.45414
C -0.22468 -0.42048 6.05444
C -1.54497 5.23770 5.69728
C 4.25698 -3.91097 -2.64398
H -2.52811 1.82346 4.98281
H -0.46428 3.63579 -0.63255
C -2.89664 4.44510 3.76728
P -1.55643 3.81939 -2.58225
H -0.24408 2.24924 -1.43301
C 0.94298 4.99553 5.63527
C -0.08932 6.07437 7.53089
C 2.47550 -2.04848 -9.38934
O 1.83754 3.95393 3.72895
O 0.20613 -0.96335 -10.26771
C 1.16102 6.25515 8.10556
S 0.63624 -2.18285 -9.57659
C -4.00063 1.47579 -1.57043
H -1.41449 3.19593 6.71983
C 2.19388 5.16609 6.22160
C -0.30292 -4.05177 -5.90322
H -2.39373 -4.68700 -1.55950
H -3.97153 3.77058 2.03799
C -0.26796 -5.07971 -0.88980
C -1.36803 -0.15578 -1.35675
C 0.19323 -1.82582 5.82380
O 0.43228 -3.30895 -10.51011
H -1.92528 3.10299 0.80628
H -3.44513 2.01181 -0.74186
O -3.15267 4.37394 -2.27409
C 1.29920 -2.38652 6.63902
C 0.26424 -3.71811 -7.22096
P -2.74600 0.43252 -2.48445

Computed properties:
SMILES   CCCNc1c2c(c(S(C)(=O)=O)c(Cl)c1OC(=O)c1ccccc1)Sc1cc(S)c(P(N)O)c(P(C)C)c1N2.O=C1c2ccccc2C(=O)c2ccccc21.O=C1c2ccccc2C(=O)c2ccccc21
Net charge   0
Multiplicity   1
LUMO energy   -1.31 eV

Record 2
DFT (ωB97M-V/def2-TZVPD) results for a structure of composition C53H45BrCaCl3IN7OPS2Se.

Atoms and positions in Å:
C -1.71211 -0.71034 -5.74666
H -2.66188 -5.97450 5.88372
Cl -4.29214 -2.32164 -8.31583
H 3.17792 2.21980 3.64952
C 1.56375 2.92149 -4.77032
H -1.35731 -4.45625 1.37757
C 1.93286 -2.12241 4.18834
H -4.86153 3.56573 1.80901
H -2.01479 5.90576 4.05736
Cl -3.59568 2.70701 -6.63986
H -0.90001 -1.05052 -5.11299
C 5.16492 -0.19222 -1.06124
C 0.65139 2.64002 -5.92471
C 0.26950 -2.13378 -1.32170
H 5.62763 -1.24496 3.08231
Cl 1.01676 5.61851 -4.80321
P 2.86540 -0.28605 2.36358
C -2.17446 -3.88770 3.27004
C 5.13366 2.29273 4.54396
C -3.07845 1.05025 -6.57899
C -2.09543 2.26856 5.10243
H -1.76543 -7.59901 4.25405
H 1.17822 -3.46255 5.68059
C -0.43234 1.62693 -1.90930
H 0.89542 1.67225 -6.37664
S 1.07898 -1.76066 0.24899
S 2.84737 4.19300 -2.93981
C -2.05854 2.08597 -3.69475
N -1.21987 2.48375 -2.57760
C -1.22813 1.57822 -4.87142
H -1.10711 -6.83261 1.98582
C 3.53256 -0.60847 0.68791
C 3.44712 -4.27288 3.30257
C 2.79566 -1.95963 3.10620
H 2.40332 -1.68984 -2.32939
H -2.17010 1.24015 5.43135
H 4.20464 -2.93501 1.81018
H -0.35285 4.34338 3.10717
H -5.39044 0.60728 -1.25006
H 7.42871 -0.19068 4.38394
C -1.87612 -6.56042 3.97296
H -2.13003 -2.68510 -6.49433
C -3.81023 -1.25951 -1.90639
Se 0.15556 1.38293 3.51409
C 2.59776 -4.42396 4.39064
H -2.64779 2.93973 -4.02163
H -0.08785 4.17583 -0.05896
H 2.33906 0.90162 -4.28663
H 7.11431 2.07185 5.33275
H -3.75044 2.93601 6.28919
C 5.48690 -0.24874 3.48514
I -2.36806 -1.90712 2.66302
H 0.13998 -4.18767 -1.13010
C -3.42237 -1.19281 -7.32919
H -6.28943 2.49242 0.03001
C -2.92567 -0.49095 -0.96365
C -0.37330 3.47838 -0.82779
C -1.51054 -6.13281 2.70518
C -4.49834 2.74944 1.20258
C 6.32397 1.61521 4.75087
H -2.57332 2.70985 2.12585
C 4.11625 1.69995 3.80498
N -2.69825 1.24669 0.68641
C 3.08517 -1.26157 -1.60605
C -2.38191 -5.65484 4.88989
N -2.96976 4.50447 5.21734
H -4.58087 0.48570 -7.99767
C -3.77225 0.14578 -7.36727
C -2.02911 0.64541 -5.75924
H 3.71419 1.99743 -2.34707
H 6.13075 0.19611 -1.35806
H 1.36174 -3.66642 -2.08857
C -2.39492 -1.63781 -6.51636
H -0.39874 0.97963 -4.47838
C -1.09529 3.98486 3.80964
H 0.77059 3.40650 -6.68967
C 3.54887 -3.04476 2.66705
C -1.65718 -4.80105 2.35786
C 2.33503 1.95812 -4.05376
C -2.02709 4.85905 4.34541
Ca -0.47986 0.63153 0.92206
H -4.22097 -0.61733 -2.69092
C 4.28600 0.42768 3.26766
C -1.11513 2.64112 4.18427
C 1.75678 4.17046 -4.25638
C 1.84377 -3.34694 4.83480
H 2.51929 -5.38223 4.88849
H -3.30587 -2.07167 -2.42625
C 4.75825 -0.09750 0.26158
H -2.73968 1.30642 -3.34427
C -4.78108 1.08524 -0.49750
H 1.32553 -1.28467 4.51658
H -1.65968 -2.41911 -1.88826
H -4.65763 -1.70542 -1.37794
Br -3.21059 -3.13984 5.85119
H 4.63376 -0.86532 -3.02920
H -0.26004 0.60952 -2.22784
N 0.09577 2.18088 -0.83768
C -5.28416 2.13942 0.22322
C -2.53174 -4.31812 4.54145
C 2.68025 -1.17099 -0.28043
H 4.03337 -5.11270 2.95101
C -2.98228 3.22122 5.57750
C -3.46889 0.61952 -0.24808
H 5.41092 0.37603 0.98267
N 0.41101 -3.47348 -1.80923
C 3.07020 2.50187 -3.04794
N -1.64946 -0.80866 -0.69787
H -1.75036 4.53372 -2.23183
C 6.50061 0.34193 4.21941
N -1.10435 -1.83951 -1.27056
H 4.99053 3.28145 4.96002
C -1.19105 3.67781 -1.89823
C 4.32869 -0.78595 -1.99270
C -3.22347 2.26398 1.38225
O -0.72693 2.69313 -5.57330

Computed properties:
Net charge   0
Multiplicity   1
LUMO energy (spin up / spin down)   -0.17 / -0.04 eV
Relative energy (zero: lowest compared OMol25 entry of this formula, charge and spin)   30.3 kcal per mole